(1)
Computed, not measured: a structure of composition F10KN5NaO20S10 in a non-equilibrium geometry, with the ωB97M-V functional and the def2-TZVPD basis.

Computed properties:
electronic energy = -7521.59922 a.u.
E_LUMO = 4.752 eV
E_HOMO = -0.102 Ha
ΔE to the lowest compared entry with this formula, charge and spin = 0.0 kJ/mol
gap between HOMO and LUMO = 0.2766 Eh
net charge = -3

```
47
Properties=species:S:1:pos:R:3:forces:R:3
Na 2.38044 -1.21420 0.89406 0.19 -0.50 0.38
K 0.25964 0.62091 -0.18527 -1.21 0.36 -0.43
N 2.06973 -1.20438 -1.43307 3.99 1.09 -1.29
S 3.39682 -0.35567 -2.10861 -1.83 2.19 1.91
O 3.55635 -0.32048 -3.51347 0.30 -0.90 -0.36
O 4.53701 -0.30846 -1.25614 -0.13 -0.72 0.29
F 2.66486 1.04546 -1.83471 0.46 0.42 0.14
S 1.57291 -1.97986 -2.71252 -3.53 -2.95 -0.19
O 2.35890 -3.07694 -3.17210 1.08 0.38 -0.32
O 0.87517 -1.16429 -3.63989 0.17 0.19 -0.22
F 0.46171 -2.76285 -1.90646 -0.33 0.21 0.02
N -2.87051 3.55238 -3.08911 1.27 0.99 0.11
S -2.37015 5.03458 -2.76211 -1.64 0.16 -0.57
O -1.07630 5.38350 -3.24033 0.56 0.07 0.21
O -2.82288 5.48666 -1.49341 0.13 0.23 0.42
F -3.33333 5.83647 -3.77228 -0.10 -0.08 0.00
S -1.58272 2.62907 -3.16756 -0.59 -2.68 -0.09
O -0.94163 2.41505 -1.89850 0.27 0.41 0.01
O -0.78107 2.70229 -4.33733 0.40 0.67 -0.26
F -2.35280 1.26496 -3.40648 -0.22 0.32 0.18
N -4.17616 -0.08550 -0.78369 0.48 -0.63 0.90
S -3.94409 0.29238 0.76262 -1.00 1.07 -1.05
O -2.57884 0.55521 1.06753 0.61 -0.01 0.45
O -4.76331 -0.38388 1.70845 -0.03 -0.28 0.23
F -4.62412 1.71435 0.65715 0.01 0.23 0.13
S -3.24066 -1.33641 -1.06362 0.45 -0.43 -0.46
O -3.46831 -2.44157 -0.18680 -0.21 -0.18 -0.14
O -1.87301 -1.02486 -1.34687 0.09 0.26 -0.14
F -3.82620 -1.76475 -2.47201 -0.15 0.13 0.13
N 1.40686 -3.27599 1.76523 -2.17 0.47 1.60
S -0.25166 -3.13301 2.07841 -0.39 0.47 -2.69
O -0.68003 -2.69422 3.34750 0.36 -0.02 0.64
O -0.95853 -4.17342 1.43668 -0.09 -0.62 -0.16
F -0.47515 -1.87719 1.10872 0.47 0.05 0.23
S 1.85943 -3.97075 3.11854 3.07 -0.20 1.07
O 1.42328 -5.31962 3.27898 -0.19 -0.17 -0.16
O 1.95489 -3.15884 4.28893 -0.39 0.07 -0.10
F 3.43772 -4.07460 2.73430 -0.45 -0.26 -0.39
N 1.90597 0.84386 2.11925 0.05 0.07 2.62
S 3.15010 1.75727 2.47321 2.43 1.25 -1.59
O 4.03670 1.22426 3.45713 -0.03 -0.27 -0.04
O 2.92523 3.16297 2.46654 -0.40 0.12 0.22
F 3.91764 1.55720 1.07136 -0.23 -0.47 0.29
S 1.04520 0.90817 3.57347 -2.56 -0.09 -2.03
O 1.43314 1.80977 4.59270 0.94 0.23 0.13
O 0.53313 -0.35974 3.90189 0.31 -0.66 0.10
F -0.17136 1.66466 2.87970 -0.22 -0.02 0.29
```
Positions in Å, forces in eV/Å.



(2)
Computed, not measured: a structure of composition C12H28CaFN4O4 in a non-equilibrium geometry, with the ωB97M-V functional and the def2-TZVPD basis.

Computed properties:
electronic energy = -1771.13038 a.u.
E_LUMO = -7.040 eV
E_HOMO = -0.398 Ha
ΔE to the lowest compared entry with this formula, charge and spin = 848.6 kJ/mol
gap between HOMO and LUMO = 0.1393 Eh
net charge = +1

```
50
Properties=species:S:1:pos:R:3:forces:R:3
Ca -16.32722 -12.10037 16.41679 -1.83 -0.44 1.83
F -18.99751 -13.19896 18.24653 1.58 0.67 -1.17
C -13.46994 -13.46483 22.12954 -0.33 1.60 -2.07
C -14.75364 -13.25266 21.18326 0.66 -0.55 1.91
O -14.67637 -13.05404 19.96056 0.06 0.00 0.75
N -15.91552 -13.29480 21.85526 -1.11 -0.73 1.13
C -16.25768 -13.60522 23.29639 0.47 -0.21 -0.77
H -12.71153 -13.49046 21.34706 0.44 -0.96 0.42
H -13.42529 -14.18907 22.94291 -0.35 -0.47 -0.76
H -13.18767 -12.53117 22.61607 -0.58 0.40 0.08
H -16.77568 -13.30504 21.32598 0.22 0.23 -0.54
H -16.94628 -12.82711 23.62575 0.39 0.02 0.28
H -15.41122 -13.77770 23.96110 0.24 0.89 -0.30
H -16.76593 -14.56066 23.42645 -0.32 -0.07 -0.74
C -17.67838 -20.68245 18.54615 0.07 -1.06 -1.37
C -17.80322 -19.32560 19.19344 -1.19 -1.16 -3.07
O -17.14192 -19.08732 20.12318 2.74 1.06 4.30
N -18.50022 -18.32805 18.59653 -0.04 0.19 -0.01
C -19.38986 -18.39392 17.49048 -0.90 0.02 0.04
H -18.54903 -21.30596 18.34290 -0.42 0.39 0.37
H -16.93333 -21.33215 19.00537 -0.26 0.41 0.78
H -17.23440 -20.59112 17.55487 -0.11 0.54 -0.35
H -18.30769 -17.39827 18.94084 0.04 -0.36 0.33
H -19.86408 -17.41274 17.51335 0.02 0.01 -0.88
H -20.22259 -19.07846 17.65192 0.09 -0.29 0.07
H -18.90487 -18.66693 16.55327 -0.05 0.33 -0.19
C -20.23346 -6.70108 16.41240 -1.93 -2.46 1.21
C -19.91432 -8.20923 16.76200 0.30 0.32 0.69
O -18.86024 -8.74277 16.47971 2.26 -0.12 -1.58
N -20.72343 -8.99187 17.49499 -2.95 1.54 1.48
C -21.98913 -8.51450 18.16592 0.72 -0.48 -0.68
H -21.25697 -6.57496 16.76540 -0.06 0.35 0.26
H -20.41064 -6.59149 15.34249 1.20 0.35 0.00
H -19.63953 -6.04046 17.04402 0.41 0.04 -0.87
H -20.46287 -9.95513 17.65101 0.33 0.26 -0.07
H -21.89527 -7.84165 19.01830 0.80 0.23 -0.15
H -22.49354 -9.36994 18.61526 -0.20 -0.09 -0.64
H -22.55569 -7.99437 17.39354 -0.52 -0.38 0.33
C -24.00855 -13.70680 17.61854 -0.68 -1.86 -0.16
C -24.10540 -14.20569 19.04217 2.41 2.35 -0.50
O -25.10560 -14.63255 19.49093 -3.33 -1.50 0.96
N -23.06112 -13.92080 19.83446 1.27 0.07 -0.04
C -23.10777 -13.96844 21.27692 0.93 -0.88 -0.33
H -23.03927 -13.76714 17.12359 0.06 0.51 0.30
H -24.55598 -12.76668 17.55081 0.33 -0.01 -0.16
H -24.61489 -14.51211 17.20392 -0.23 0.42 -0.98
H -22.15125 -13.79805 19.41356 -0.21 0.23 -0.01
H -23.30762 -12.96572 21.65470 -0.10 -0.30 0.45
H -22.11669 -14.34124 21.53552 0.14 0.52 0.61
H -23.75820 -14.75819 21.65287 -0.48 0.48 -0.17
```
Positions in Å, forces in eV/Å.



(3)
Computed, not measured: the molecule C6H10BrNO3 in a non-equilibrium geometry, with the ωB97M-V functional and the def2-TZVPD basis.

Computed properties:
electronic energy = -3089.00434 a.u.
E_LUMO = -0.193 eV
E_HOMO = -0.253 Ha
ΔE to the lowest compared entry with this formula, charge and spin = 248.2 kJ/mol
gap between HOMO and LUMO = 0.2458 Eh

```
21
Properties=species:S:1:pos:R:3:forces:R:3
C -1.61183 -1.16179 -1.05250 0.17 -0.37 0.06
C 0.34454 0.34699 -1.51511 -0.28 -0.42 -0.18
C -0.73168 -1.92922 -0.24358 0.91 1.29 0.50
C 0.71147 0.40900 -0.04043 -0.45 -0.92 0.87
C 2.53583 0.24736 1.49647 0.28 0.04 0.68
C -1.32249 1.26497 0.85080 -1.05 0.05 -0.01
N -0.98257 -0.13736 -1.76710 0.18 0.47 -0.28
O -2.82902 -1.26086 -1.12635 -0.38 0.20 -0.01
O 1.97934 0.08984 0.19517 -1.42 0.62 -0.56
O 0.08590 1.12061 0.89273 1.66 -0.85 -0.99
Br -1.44016 -2.96412 1.15816 -0.05 -0.10 -0.03
H 0.43465 1.35329 -1.95012 0.11 -0.09 0.09
H 1.11493 -0.28903 -1.97687 -0.01 0.22 0.20
H 0.25333 -2.21691 -0.56194 0.09 -0.12 -0.16
H 3.43009 0.86441 1.39961 -0.11 -0.07 -0.04
H 2.81282 -0.74204 1.86351 -0.07 0.07 -0.09
H 1.83393 0.71500 2.18284 0.07 -0.06 -0.08
H -1.79825 0.28134 0.88594 0.15 0.07 0.00
H -1.64918 1.79224 -0.04597 0.09 -0.03 0.05
H -1.58451 1.83669 1.73884 0.09 -0.02 -0.08
H -1.58716 0.37958 -2.38408 0.03 -0.01 0.06
```
Positions in Å, forces in eV/Å.



(4)
Computed, not measured: a cluster of 12 separate species, C22H68O15 in total in a non-equilibrium geometry, with the ωB97M-V functional and the def2-TZVPD basis.

Computed properties:
electronic energy = -2007.46872 a.u.
E_LUMO = 0.349 eV
E_HOMO = -0.357 Ha
ΔE to the lowest compared entry with this formula, charge and spin = 0.0 kJ/mol
gap between HOMO and LUMO = 0.3702 Eh
SMILES string = OCCO.OCCO.OCCO.CCO.CCO.CCO.CCO.CCO.CCO.CCO.CCO.O

```
105
Properties=species:S:1:pos:R:3:forces:R:3
O 3.41092 2.11265 5.00326 0.29 0.00 0.27
C 2.95971 2.69929 3.83408 -0.83 0.42 -1.51
C 1.90162 1.89278 3.08670 -0.71 -0.14 0.59
O 0.71135 1.63876 3.91859 1.28 1.00 -1.16
H 2.65725 2.17968 5.57728 -0.42 -0.27 0.84
H 2.51696 3.70418 3.94723 0.36 -0.07 0.47
H 3.80257 2.78708 3.15712 0.35 0.12 -0.11
H 2.34855 0.93671 2.75280 -0.44 0.40 0.02
H 1.56330 2.52453 2.24560 0.15 -0.50 0.09
H 0.88661 0.78019 4.28825 0.00 -0.85 0.55
O -4.53881 -2.47310 -2.06742 -0.10 0.32 0.27
C -5.28926 -1.37085 -2.60410 -0.40 -0.84 -0.09
C -4.93960 -0.07865 -1.91712 0.17 0.19 0.31
O -3.55828 0.21333 -2.05669 -0.36 0.26 -0.05
H -4.01265 -2.83852 -2.78158 0.16 -0.11 0.06
H -5.05677 -1.32406 -3.65475 0.05 0.40 -0.53
H -6.36258 -1.61814 -2.53136 0.27 0.26 0.18
H -5.27938 -0.09728 -0.85958 0.39 -0.12 -0.28
H -5.45954 0.75810 -2.38308 -0.14 -0.08 -0.12
H -3.05689 -0.52639 -1.70761 0.13 -0.23 0.27
O -0.77173 -1.44313 -0.92590 0.92 -0.05 -1.08
C 0.56733 -1.12148 -0.58963 0.26 -0.52 0.14
C 0.81202 0.30802 -0.09084 -0.97 -0.74 0.45
O 2.16064 0.32483 0.22214 1.24 0.64 0.56
H -1.31583 -1.02977 -0.27506 -1.29 0.53 1.13
H 0.90160 -1.82168 0.21137 0.01 0.47 -0.37
H 1.18039 -1.31766 -1.47695 -0.03 0.09 0.15
H 0.19271 0.46479 0.82092 0.06 0.10 -0.38
H 0.55564 1.06364 -0.82835 -0.21 0.11 -0.29
H 2.47361 1.22928 0.44787 -0.30 -0.52 -0.46
C -0.49502 -1.95009 3.47879 1.19 -1.88 0.99
C 0.97911 -1.69368 3.28549 -0.05 0.21 -0.43
O 1.47133 -1.00342 4.43369 0.45 -0.24 -0.13
H -0.54835 -2.58205 4.40855 -0.42 0.34 -0.93
H -0.87218 -2.47535 2.61317 -0.48 -0.17 -0.12
H -1.02207 -1.05215 3.66545 -0.54 0.96 -0.02
H 1.14984 -1.07066 2.42437 0.00 0.72 -0.31
H 1.57487 -2.58051 3.01719 -0.26 -0.10 0.63
H 1.90532 -1.64508 4.99771 0.09 0.10 0.23
C -1.07669 2.76283 -3.48389 -0.09 -0.47 -0.86
C -0.60794 1.36086 -3.91564 -0.41 0.43 0.15
O -1.03534 1.16691 -5.28869 -0.02 -0.01 0.81
H -0.78998 3.53274 -4.24164 -0.13 -0.63 0.62
H -0.63540 3.00395 -2.51517 -0.11 0.10 -0.04
H -2.16503 2.71120 -3.42236 0.01 0.34 0.18
H -1.02830 0.60032 -3.17734 0.58 0.71 -1.13
H 0.48444 1.40265 -3.88806 0.08 -0.58 0.07
H -1.07247 0.23138 -5.51308 0.11 0.05 0.25
C -3.26621 -3.97846 0.61702 -0.68 0.18 -1.61
C -4.55938 -3.44385 1.20485 0.38 -1.00 0.97
O -4.22860 -2.24054 1.95951 -0.84 -0.90 -0.12
H -2.89885 -3.27894 -0.13674 0.20 0.22 0.21
H -3.45238 -4.88985 0.01037 0.01 0.25 0.70
H -2.51254 -4.13963 1.36844 0.18 -0.18 0.32
H -4.94354 -4.24424 1.88021 0.12 0.74 -0.03
H -5.35355 -3.26748 0.48200 0.27 0.29 -0.29
H -4.97708 -2.06573 2.54172 0.16 0.17 -0.02
C 2.77761 3.11731 -2.32126 1.08 0.37 0.11
C 3.83509 3.37095 -1.25514 0.37 -0.56 -0.73
O 3.28224 2.98026 -0.00528 -0.03 0.14 0.69
H 3.27077 3.22979 -3.28127 -0.14 0.27 -0.34
H 1.92684 3.77955 -2.23855 -0.18 0.15 0.01
H 2.47515 2.09814 -2.27682 -0.49 -0.93 0.17
H 4.08533 4.43769 -1.26214 0.15 -0.12 0.18
H 4.75075 2.74752 -1.48377 -0.86 0.79 0.36
H 3.83378 3.30630 0.71829 -0.04 -0.08 -0.25
C -0.48397 3.76900 0.65276 -0.63 -0.72 1.08
C -1.72080 4.31655 -0.02756 0.10 0.75 -0.14
O -1.35893 5.64294 -0.52401 0.33 -1.22 0.43
H -0.67260 2.80336 1.18358 -0.04 0.51 -0.70
H -0.15084 4.41670 1.46030 0.08 0.37 -0.13
H 0.31567 3.63553 -0.05883 0.31 -0.04 -0.22
H -2.58755 4.45059 0.64193 0.37 -0.31 0.03
H -2.02001 3.63898 -0.84409 0.03 0.34 0.10
H -2.09787 5.96985 -1.01965 -0.55 0.31 -0.42
C -2.65118 1.19851 2.64022 0.09 0.24 0.71
C -3.13057 0.78063 1.27900 -0.24 0.02 -0.77
O -2.62145 -0.47313 0.82962 0.36 0.35 0.19
H -2.97211 0.46724 3.41559 0.31 0.54 -0.35
H -3.05284 2.20748 2.88792 0.07 -0.68 -0.07
H -1.55281 1.31638 2.64636 -0.40 -0.30 0.17
H -2.77494 1.51554 0.55117 -0.43 0.04 -0.09
H -4.23255 0.65965 1.23572 0.39 0.66 0.04
H -3.24287 -1.10631 1.21142 0.14 -0.68 0.05
C 1.47427 -5.08753 -0.02463 0.19 -1.02 -0.14
C 2.66318 -4.26526 -0.39818 0.65 0.22 -1.32
O 3.72389 -4.44452 0.54750 -0.39 0.92 -0.05
H 0.96041 -4.76837 0.88849 0.18 0.17 -0.14
H 1.90758 -6.09428 0.16910 -0.81 0.32 -0.24
H 0.77499 -5.07263 -0.87509 0.11 -0.33 0.37
H 2.38311 -3.22007 -0.52097 0.15 0.22 0.32
H 3.05382 -4.53509 -1.42221 -0.43 -0.13 0.94
H 3.88003 -3.54433 0.85893 0.42 -0.35 0.25
C 4.53574 -0.73202 -1.68464 -0.38 0.54 -0.76
C 5.51741 0.29713 -2.23582 -0.30 0.20 0.34
O 6.14909 0.84206 -1.06024 0.04 0.51 -0.08
H 5.05486 -1.55796 -1.22766 0.17 -0.34 0.19
H 3.87274 -1.10480 -2.49090 0.34 0.09 0.37
H 3.90632 -0.22039 -0.94233 0.21 -0.34 -0.25
H 4.92185 1.02941 -2.84469 0.65 -0.11 0.65
H 6.29409 -0.09921 -2.88071 -0.01 -0.36 -0.23
H 6.97465 1.32750 -1.22659 -0.55 -0.36 -0.38
O -1.00212 -3.68068 -2.69260 -0.29 -1.05 0.06
H -1.20737 -4.27127 -1.94413 0.15 0.46 -0.50
H -1.05338 -2.80295 -2.31722 0.08 0.60 0.50
```
Positions in Å, forces in eV/Å.



(5)
Computed, not measured: the molecule C6H6N2O in a non-equilibrium geometry, with the ωB97M-V functional and the def2-TZVPD basis.

Computed properties:
electronic energy = -416.89961 a.u.
E_LUMO = 0.188 eV
E_HOMO = -0.342 Ha
ΔE to the lowest compared entry with this formula, charge and spin = 194.5 kJ/mol
gap between HOMO and LUMO = 0.3492 Eh
SMILES string = O/N=C/c1ccccn1

```
15
Properties=species:S:1:pos:R:3:forces:R:3
O 3.85317 -0.20086 -0.05781 -2.51 -0.36 0.13
N 2.49260 0.34240 0.08393 0.78 -1.17 -1.25
C 1.65141 -0.60769 -0.15675 1.64 0.80 2.26
C 0.19786 -0.32275 -0.00898 -0.49 0.46 -0.80
C -0.26255 1.08542 -0.02732 -1.19 -3.70 0.75
C -1.65075 1.20038 -0.04580 0.18 1.71 0.14
C -2.49729 0.05741 -0.04800 -1.18 2.02 -0.36
C -1.95887 -1.15101 0.04696 2.52 -3.34 -0.12
N -0.58836 -1.41087 0.02375 -0.82 2.07 0.09
H 4.38822 0.54001 0.16598 0.64 1.03 0.31
H 2.13197 -1.59720 -0.06430 -0.98 0.01 -0.86
H 0.48513 1.82249 0.18312 -0.08 0.61 -0.44
H -2.09802 2.24161 -0.01938 0.45 -1.45 -0.11
H -3.60087 0.09038 -0.15717 0.90 0.49 0.27
H -2.54365 -2.08972 0.08175 0.16 0.82 0.00
```
Positions in Å, forces in eV/Å.



(6)
Computed, not measured: a cluster of 5 separate species, C10H20Br10 in total in a non-equilibrium geometry, with the ωB97M-V functional and the def2-TZVPD basis.

Computed properties:
electronic energy = -26133.15577 a.u.
E_LUMO = 0.362 eV
E_HOMO = -0.352 Ha
ΔE to the lowest compared entry with this formula, charge and spin = 88.4 kJ/mol
gap between HOMO and LUMO = 0.3650 Eh
SMILES string = BrCCBr.BrCCBr.BrCCBr.BrCCBr.BrCCBr

```
40
Properties=species:S:1:pos:R:3:forces:R:3
Br 12.16077 0.40740 -28.10271 0.39 -0.20 0.20
C 11.99417 -1.49267 -27.71184 -0.55 -0.50 -0.79
C 12.36492 -1.83506 -26.30753 -0.71 -0.02 0.71
Br 11.94559 -3.74594 -26.01908 0.20 0.45 -0.07
H 12.47644 -2.14202 -28.43967 0.59 0.52 -0.16
H 10.94255 -1.68350 -27.91136 -0.11 0.00 0.40
H 11.70678 -1.28564 -25.63600 0.10 -0.11 0.12
H 13.38683 -1.66948 -25.98292 0.07 -0.17 -0.43
Br 8.68952 -2.13834 -18.93020 0.34 0.13 -0.42
C 9.85390 -2.26923 -20.52749 0.28 0.26 0.63
C 10.00463 -0.92894 -21.21173 -0.85 -0.23 -0.15
Br 11.00150 -1.17579 -22.85069 0.31 -0.04 -0.09
H 9.40156 -3.04778 -21.12720 0.06 0.11 -0.23
H 10.83378 -2.56730 -20.16428 -0.14 -0.31 0.06
H 10.52257 -0.19848 -20.60172 0.03 -0.03 0.04
H 9.04450 -0.54343 -21.54240 0.00 0.12 0.19
Br 15.25091 -3.64424 -29.57502 0.53 -0.37 -0.45
C 16.05015 -4.58362 -31.13572 -0.20 0.38 0.74
C 15.20340 -4.30193 -32.34589 0.77 -0.86 -0.78
Br 13.55366 -5.32792 -32.28651 0.03 0.25 -0.07
H 16.11770 -5.63803 -30.88050 -0.51 -0.02 -0.01
H 17.09379 -4.29484 -31.26066 -0.21 0.64 0.02
H 15.75165 -4.68978 -33.20903 -0.15 -0.11 0.00
H 15.01849 -3.25954 -32.58427 -0.25 0.08 0.51
Br 17.64538 0.03442 -22.93261 -0.58 0.65 0.10
C 16.24420 1.40802 -22.62190 0.58 0.11 0.59
C 15.52910 1.87985 -23.84765 -0.68 -0.85 -0.90
Br 14.77101 0.28502 -24.81074 0.30 0.92 0.25
H 16.77569 2.22802 -22.13752 0.05 0.05 -0.21
H 15.56244 1.02119 -21.86997 -0.03 -0.35 -0.22
H 16.10854 2.46293 -24.55750 0.32 -0.40 -0.02
H 14.63207 2.46294 -23.65124 0.08 -0.05 0.47
Br 10.55595 -3.80422 -30.42155 -0.32 0.23 -0.19
C 10.58346 -3.07610 -32.24025 0.74 -0.52 0.23
C 11.76168 -2.16328 -32.39843 0.33 1.65 -0.27
Br 11.39752 -0.36598 -31.63082 -0.06 -0.43 -0.10
H 9.65293 -2.57603 -32.48210 -0.09 -0.02 0.25
H 10.70893 -3.95551 -32.86883 -0.02 0.06 -0.07
H 11.99500 -1.90362 -33.43077 -0.35 -0.34 -0.14
H 12.71199 -2.40692 -31.93898 -0.28 -0.65 0.28
```
Positions in Å, forces in eV/Å.